Arrangement A

{"formula": "C5H4", "method": "ωB97M-V with the def2-TZVPD basis set", "smiles": "C#CC#CC", "lumo_energy_ev": 0.94, "charge": 0, "gap_ev": 10.15, "symbols": ["C", "C", "C", "C", "C", "H", "H", "H", "H"], "coordinates": [[0.95, 2.21, 0.79], [0.38, 0.93, 0.30], [-0.01, -0.13, -0.15], [-0.56, -1.32, -0.49], [-1.03, -2.41, -0.72], [0.18, 2.58, 1.47], [1.91, 2.10, 1.38], [1.17, 2.87, -0.12], [-1.62, -3.26, -1.02]]}


Arrangement B

{"formula": "C5H4", "method": "ωB97M-V with the def2-TZVPD basis set", "lumo_energy_ev": -0.30, "charge": 0, "gap_ev": 8.79, "symbols": ["C", "C", "C", "C", "C", "H", "H", "H", "H"], "coordinates": [[-1.86, 0.39, 0.01], [-1.10, -0.79, 0.00], [0.74, 0.11, 0.03], [-0.64, 1.00, 0.10], [0.15, -1.26, 0.12], [1.17, 0.44, -0.86], [1.58, 0.18, 0.79], [-0.57, 2.10, -0.05], [0.53, -2.16, -0.15]]}


Quick ranking, most stable first: arrangement A, arrangement B.


Arrangement A

{"formula": "C5H4", "method": "ωB97M-V with the def2-TZVPD basis set", "smiles": "C1=CC=1.C#C", "lumo_energy_ev": 0.97, "charge": 0, "gap_ev": 10.00, "symbols": ["C", "C", "C", "C", "C", "H", "H", "H", "H"], "coordinates": [[0.22, 0.75, -2.07], [-1.14, -0.27, 1.58], [0.83, -0.24, -2.34], [-0.04, -0.91, 2.03], [-0.79, -1.53, 0.98], [-0.29, 1.62, -1.81], [-1.63, 0.63, 1.53], [1.32, -1.14, -2.55], [0.79, -0.88, 2.67]]}


Arrangement B

{"formula": "C5H4", "method": "ωB97M-V with the def2-TZVPD basis set", "lumo_energy_ev": 0.90, "charge": 0, "gap_ev": 10.29, "symbols": ["C", "C", "C", "C", "C", "H", "H", "H", "H"], "coordinates": [[0.24, 0.29, 1.14], [-0.88, 0.13, 1.75], [1.23, 0.25, 0.08], [0.41, -0.18, -0.87], [-0.88, -0.21, -0.02], [2.23, 0.51, 0.17], [0.58, -0.55, -1.83], [-1.49, -1.02, -0.01], [-1.44, 0.78, -0.40]]}


Arrangement C

{"formula": "C5H4", "method": "ωB97M-V with the def2-TZVPD basis set", "lumo_energy_ev": [-0.56, -0.54], "charge": 0, "gap_ev": [8.11, 7.16], "symbols": ["C", "C", "C", "C", "C", "H", "H", "H", "H"], "coordinates": [[1.70, 0.58, -0.15], [2.33, -0.57, 0.09], [0.40, 0.24, 0.11], [-0.87, 0.16, 0.17], [-2.15, -0.17, 0.00], [2.01, 1.49, -0.65], [2.03, -1.36, 0.85], [-2.97, -0.58, 0.55], [-2.47, 0.20, -0.95]]}


Quick ranking, most stable first: arrangement B, arrangement A, arrangement C.


Arrangement A

{"formula": "CH6NPS", "method": "ωB97M-V with the def2-TZVPD basis set", "smiles": "C=P.NS", "lumo_energy_ev": 0.17, "charge": 0, "gap_ev": 8.93, "symbols": ["C", "N", "P", "S", "H", "H", "H", "H", "H", "H"], "coordinates": [[2.23, 0.50, -0.91], [-2.03, -0.01, -0.71], [3.06, 0.33, 0.51], [-0.69, -0.66, 0.08], [1.84, 1.45, -1.28], [1.67, -0.27, -1.29], [-2.66, -0.82, -1.00], [-1.84, 0.39, -1.63], [3.69, 1.65, 0.38], [-0.60, 0.39, 0.93]]}


Arrangement B

{"formula": "CH6NPS", "method": "ωB97M-V with the def2-TZVPD basis set", "lumo_energy_ev": [-2.02, -2.03], "charge": 0, "gap_ev": [5.84, 5.84], "symbols": ["C", "N", "P", "S", "H", "H", "H", "H", "H", "H"], "coordinates": [[1.28, 0.71, -0.49], [0.20, -0.46, 1.49], [-1.60, 1.53, 1.14], [-0.28, 0.30, -0.01], [1.48, 1.57, -1.13], [2.05, -0.12, -0.50], [0.19, -1.46, 1.48], [-0.30, -0.29, 2.29], [-2.14, 1.98, -0.10], [-1.13, -1.72, -0.61]]}


Quick ranking, most stable first: arrangement A, arrangement B.


Arrangement A

{"formula": "CH6NPS", "method": "ωB97M-V with the def2-TZVPD basis set", "lumo_energy_ev": 0.26, "charge": 0, "gap_ev": 7.30, "symbols": ["C", "N", "P", "S", "H", "H", "H", "H", "H", "H"], "coordinates": [[0.00, -1.21, 1.15], [-0.82, 0.65, -0.47], [0.59, 0.34, 2.35], [0.68, 0.20, 0.19], [-1.08, -1.23, 1.13], [0.67, -1.98, 1.42], [-1.30, -0.20, -0.60], [-0.64, 1.38, -1.11], [0.94, 1.49, -1.95], [0.97, 0.57, -2.10]]}


Arrangement B

{"formula": "CH6NPS", "method": "ωB97M-V with the def2-TZVPD basis set", "lumo_energy_ev": [-0.73, -0.57], "charge": 0, "gap_ev": [9.16, 7.06], "symbols": ["C", "N", "P", "S", "H", "H", "H", "H", "H", "H"], "coordinates": [[0.50, 1.53, -0.39], [-1.44, -1.66, 0.16], [0.94, 0.30, 0.90], [2.28, -0.75, -0.30], [-0.52, 1.32, -0.66], [1.11, 1.43, -1.20], [0.38, 2.57, 0.16], [-0.82, -1.49, -0.65], [-1.47, -0.78, 0.64], [2.41, -1.91, 0.36]]}


Quick ranking, most stable first: arrangement B, arrangement A.